No. 1
{
  "formula": "C13H28N2O3P",
  "method": "ωB97M-V/def2-TZVPD",
  "lumo_energy_ev": 2.9,
  "total_charge": -1,
  "orbital_gap_ev": 6.8,
  "energy_ev": -32348.324,
  "de_lowest_kcal_mol": 0.0,
  "species": ["H", "H", "O", "H", "N", "C", "H", "H", "C", "H", "O", "H", "H", "H", "H", "N", "C", "H", "H", "C", "C", "C", "H", "H", "H", "C", "C", "C", "H", "H", "H", "C", "H", "C", "H", "H", "H", "H", "P", "O", "H", "H", "C", "H", "H", "H", "C"],
  "positions_angstrom": [[-1.55291, -0.65906, -1.20924], [-2.22067, -3.44663, 2.32819], [0.31578, 2.69664, -4.24845], [2.27024, 0.48405, -2.77604], [1.02631, 2.34485, -1.58359], [-0.59562, -2.99879, 1.00733], [0.13977, -1.99765, -1.28845], [-1.39212, -2.79779, 0.28929], [1.72472, -0.59929, -0.96016], [1.43252, 4.38560, -1.63996], [-0.81784, 1.55441, 0.55578], [-0.22202, 4.04188, -1.23749], [1.43495, 0.20874, -0.29199], [-1.06214, -0.98920, 2.70904], [-0.68165, -3.98724, 2.93188], [0.13185, 0.34682, -2.59615], [-1.14381, -1.88835, 3.31524], [0.34822, 4.29299, 0.99228], [0.90676, -1.58032, 4.05218], [0.80108, 3.70262, -1.06743], [1.17498, 3.87072, 0.41995], [-0.16072, 1.72739, -2.15365], [-0.37303, -1.31224, 5.25747], [1.65599, -2.75541, -0.85457], [1.46293, 2.91640, 0.84917], [1.47553, -0.17439, -2.40903], [0.52908, -1.98529, 0.83920], [-0.60702, 2.50893, -3.43763], [2.80419, -0.75440, -0.85270], [0.21324, -0.97638, 1.10492], [-0.18075, -3.97156, 0.72150], [-1.17403, -3.15059, 2.43401], [-0.16958, 0.23193, -3.55068], [-0.06498, -1.91981, 4.40541], [2.00690, 4.57264, 0.52410], [-2.89064, -0.08359, -0.20342], [0.03205, -2.94019, 4.78058], [1.39061, -2.27091, 1.44951], [-1.62185, 1.79074, -0.92970], [-1.80420, 2.79792, -3.51659], [-2.10574, -1.82668, 3.82965], [-1.36156, 0.96865, 1.09144], [-2.31822, 0.10865, -1.11729], [-2.98734, 0.07692, -1.97410], [1.68255, 2.42959, -2.35036], [1.54685, -1.08331, -3.01839], [1.00134, -1.91004, -0.62103]],
  "forces_ev_per_angstrom": [[0.0969, 0.0536, -0.1385], [0.0247, -0.1381, -0.0189], [0.3837, 0.2151, -0.3395], [-0.0035, 0.1187, 0.1096], [-0.0056, 0.1515, 0.4386], [0.3480, -0.3614, 0.3426], [-0.1032, 0.0198, 0.0560], [-0.0274, 0.2330, 0.0158], [0.3896, -0.3057, -0.2635], [-0.1009, 0.0192, -0.1358], [0.1839, -0.4133, -0.1253], [-0.0868, -0.1202, -0.0557], [-0.0779, 0.0438, -0.0122], [0.0129, 0.0612, -0.0160], [0.1086, 0.1017, 0.1907], [0.2303, 0.0476, 0.3677], [-0.1437, -0.4449, 0.4373], [-0.0617, -0.1689, 0.0788], [0.0597, -0.0203, -0.0212], [0.4046, 0.1580, 0.1552], [-0.0233, 0.3153, -0.1564], [0.0185, -0.4086, -0.1955], [0.1803, 0.1799, -0.0398], [-0.0536, -0.0888, 0.0058], [-0.0727, -0.0672, 0.0477], [-0.1292, -0.3135, 0.0410], [0.0921, -0.1195, -0.7039], [0.4510, -0.3918, 0.2147], [0.0325, 0.1249, 0.1698], [0.0026, -0.0266, 0.1988], [-0.1417, -0.0460, -0.1303], [-0.2175, 0.3133, -0.5200], [0.1286, 0.1346, -0.1014], [-0.2758, -0.0065, -0.0561], [0.0862, -0.0880, 0.0277], [-0.2280, 0.0338, -0.1030], [0.1184, -0.0191, 0.0056], [-0.0800, 0.1671, 0.2852], [-0.1549, 0.7027, -0.0148], [-1.0542, 0.0999, -0.0218], [-0.0375, 0.0785, -0.0371], [0.0438, 0.0333, 0.0909], [-0.0071, -0.0878, 0.2586], [-0.0528, -0.0237, -0.0587], [-0.1542, -0.0599, -0.2222], [-0.0371, 0.0459, -0.1077], [-0.0667, 0.2671, 0.0574]],
  "lowdin_charge": [0.00, 0.10, -0.05, 0.10, -0.04, -0.21, 0.09, 0.10, -0.19, 0.11, -0.36, 0.09, 0.08, 0.08, 0.10, -0.02, -0.26, 0.06, 0.07, -0.27, -0.11, -0.54, 0.06, 0.11, 0.05, -0.24, -0.22, -0.76, 0.10, 0.08, 0.11, -0.21, 0.11, -0.11, 0.05, 0.02, 0.06, 0.12, 0.97, -0.07, 0.10, 0.00, -0.29, 0.04, 0.09, 0.11, -0.22]
}

No. 2
{
  "formula": "CH2N2P2",
  "method": "ωB97M-V/def2-TZVPD",
  "lumo_energy_ev": [-2.6, -2.6],
  "orbital_gap_ev": [6.9, 6.9],
  "energy_ev": -22620.302,
  "de_lowest_kcal_mol": 153.5,
  "species": ["H", "N", "P", "C", "H", "P", "N"],
  "positions_angstrom": [[-0.35314, -1.98486, -0.30225], [-0.19527, 1.89290, 0.67682], [1.11828, -0.50130, -1.31158], [0.05054, -1.04616, -0.03861], [-1.60249, 0.25794, 1.44538], [-0.60958, 0.42715, 0.62777], [1.59166, 0.95432, -1.09754]],
  "forces_ev_per_angstrom": [[-1.0079, -0.9019, 0.4467], [1.0900, -0.8193, -1.2298], [0.3396, -0.0156, 0.8103], [0.4847, 1.9341, -0.9696], [-2.3415, -0.9502, 1.7617], [2.2576, 0.1445, -1.2274], [-0.8225, 0.6085, 0.4081]],
  "lowdin_charge": [-0.04, -0.27, 0.69, -0.62, -0.06, 0.59, -0.28]
}

No. 3
{
  "formula": "C3H4N2S3",
  "method": "ωB97M-V/def2-TZVPD",
  "lumo_energy_ev": -0.6,
  "orbital_gap_ev": 7.7,
  "energy_ev": -38660.666,
  "de_lowest_kcal_mol": 12.9,
  "species": ["S", "S", "H", "S", "C", "C", "H", "N", "C", "H", "H", "N"],
  "positions_angstrom": [[0.00705, -1.46433, 0.00892], [-3.30768, -1.08721, -0.09841], [1.67589, 1.22519, 1.02601], [3.01839, -1.25793, -0.11711], [-0.93298, 0.00801, -0.09467], [1.58214, -0.61269, -0.01449], [1.99420, 1.31099, -0.72169], [-0.07973, 1.05286, -0.19026], [1.33486, 0.87779, 0.05998], [-0.57211, 1.98549, -0.04621], [-2.54001, -2.14326, 0.19277], [-2.18002, 0.10511, -0.00484]],
  "forces_ev_per_angstrom": [[1.2101, -0.8203, -0.1346], [-0.3903, -0.4332, 0.0869], [-0.0433, 0.2226, 0.3897], [1.0270, -0.7856, 0.0096], [0.2246, -0.6005, 0.5368], [-1.7063, 0.3025, 0.1112], [-0.6212, 0.0911, 0.4261], [-0.8013, 3.4045, 0.1828], [-0.1090, -0.5214, -0.9931], [1.2376, -1.6989, -0.2925], [0.0317, -0.4453, 0.0527], [-0.0596, 1.2846, -0.3755]],
  "lowdin_charge": [0.98, 0.72, 0.12, 0.72, -0.81, -1.12, 0.13, -0.03, -0.26, 0.18, -0.19, -0.44]
}